Entry 1:
C17H34MgO2P2 as an isolated structure at a distorted geometry. Source: OMol25; level of theory: ωB97M-V with the def2-TZVPD basis set.

Last column: natural (NBO) charge in e.
Geometry (Å):
P  2.57  0.59  -1.12  1.019
P  0.17  -2.10  -1.34  0.664
C  2.50  -0.73  -2.41  -0.704
C  1.07  -1.19  -2.70  -0.704
H  3.17  -1.55  -2.11  0.230
H  2.96  -0.24  -3.28  0.224
H  0.44  -0.31  -2.92  0.228
H  1.06  -1.77  -3.64  0.223
C  1.32  -3.56  -1.14  -1.037
H  1.28  -4.21  -0.21  0.223
H  2.33  -3.13  -1.08  0.231
H  1.24  -4.21  -2.00  0.238
C  -1.38  -2.44  -2.29  -0.951
H  -1.19  -3.01  -3.20  0.224
H  -1.80  -1.47  -2.59  0.227
H  -2.11  -2.96  -1.66  0.260
C  4.36  0.97  -0.93  -0.944
H  4.48  1.59  -0.05  0.235
H  4.78  1.54  -1.78  0.211
H  4.96  0.06  -0.82  0.232
C  2.28  2.05  -2.23  -0.938
H  1.64  1.80  -3.09  0.228
H  3.24  2.39  -2.63  0.220
H  1.84  2.86  -1.64  0.227
Mg  -0.45  -3.78  0.49  0.251
C  -0.42  0.72  -0.11  -0.310
C  0.89  1.04  0.33  -0.317
C  1.25  2.06  1.43  -0.418
C  0.05  2.15  2.40  -0.428
C  -1.11  2.85  1.70  -0.192
C  -1.12  3.40  0.47  -0.194
C  -1.16  2.79  -0.91  -0.451
C  -1.51  1.29  -0.83  -0.445
C  -2.47  -0.58  2.48  -0.759
H  -0.73  -0.30  0.14  0.208
H  1.32  0.04  0.63  0.224
H  1.52  3.03  1.01  0.203
H  2.12  1.67  1.96  0.211
H  -0.20  1.13  2.73  0.202
H  0.27  2.71  3.31  0.217
H  -1.95  3.06  2.38  0.190
H  -1.06  4.51  0.49  0.201
H  -0.17  2.94  -1.35  0.208
H  -1.83  3.32  -1.60  0.216
H  -2.51  1.15  -0.38  0.209
H  -1.60  0.74  -1.77  0.198
H  -3.55  -0.42  2.35  0.234
H  -1.99  -0.17  1.58  0.281
H  -2.05  -0.07  3.36  0.254
C  -3.93  -2.30  4.09  -0.263
O  -2.82  -2.86  3.31  -0.457
C  -2.17  -2.03  2.52  0.849
O  -1.23  -2.51  1.82  -0.788
H  -4.41  -3.13  4.61  0.218
H  -4.65  -1.82  3.42  0.190
H  -3.54  -1.57  4.81  0.192

Computed properties:
energy above the lowest of the compared OMol25 structures with the same formula, charge and spin = 545.59 kJ/mol
gap between HOMO and LUMO = 0.1631 Eh
E = -1701.05152 Ha
highest occupied orbital energy = -4.0 eV

Entry 2:
C17H34O2P2Zn as an isolated structure at a distorted geometry. Source: OMol25; level of theory: ωB97M-V with the def2-TZVPD basis set.

Last column: natural (NBO) charge in e.
Geometry (Å):
P  1.41  0.43  -2.03  0.730
P  0.76  -2.16  -0.14  0.758
C  2.42  -1.10  -2.21  -0.718
C  1.67  -2.36  -1.74  -0.714
H  3.33  -0.94  -1.62  0.246
H  2.72  -1.20  -3.27  0.237
H  0.92  -2.67  -2.48  0.228
H  2.37  -3.20  -1.61  0.237
C  2.05  -2.64  1.05  -0.961
H  1.59  -2.80  2.04  0.250
H  2.81  -1.86  1.13  0.280
H  2.50  -3.58  0.71  0.220
C  -0.42  -3.54  -0.07  -0.957
H  0.10  -4.49  -0.30  0.222
H  -1.23  -3.38  -0.79  0.244
H  -0.85  -3.60  0.94  0.246
C  2.52  1.87  -1.92  -0.946
H  1.92  2.79  -1.93  0.254
H  3.22  1.89  -2.77  0.222
H  3.06  1.82  -0.97  0.281
C  0.41  0.55  -3.55  -0.947
H  -0.32  -0.28  -3.57  0.243
H  1.04  0.49  -4.45  0.224
H  -0.14  1.50  -3.55  0.253
Zn  0.04  0.01  -0.17  1.331
C  3.79  -5.05  -3.74  -0.197
C  4.59  -4.73  -2.71  -0.178
C  5.99  -4.19  -2.80  -0.437
C  6.35  -3.43  -4.10  -0.445
C  5.44  -2.28  -4.46  -0.192
C  4.30  -2.31  -5.16  -0.184
C  3.69  -3.52  -5.81  -0.435
C  4.07  -4.89  -5.21  -0.445
C  -0.69  1.84  0.05  -1.273
H  2.84  -5.56  -3.52  0.202
H  4.27  -4.99  -1.70  0.201
H  6.71  -5.02  -2.70  0.221
H  6.17  -3.53  -1.94  0.211
H  7.36  -3.02  -3.96  0.218
H  6.44  -4.15  -4.92  0.206
H  5.83  -1.30  -4.15  0.204
H  3.81  -1.37  -5.40  0.200
H  3.98  -3.54  -6.88  0.221
H  2.60  -3.41  -5.81  0.207
H  3.46  -5.64  -5.74  0.216
H  5.11  -5.11  -5.46  0.208
H  -1.75  1.69  0.30  0.195
H  -0.60  2.44  -0.87  0.180
H  -0.20  2.36  0.88  0.214
C  -0.88  -0.21  3.02  -0.254
O  0.56  0.16  2.90  -0.584
C  1.13  0.28  1.70  0.222
O  2.28  0.64  1.56  -0.732
H  -1.10  -0.26  4.09  0.200
H  -1.05  -1.19  2.55  0.165
H  -1.51  0.53  2.51  0.197

Computed properties:
energy above the lowest of the compared OMol25 structures with the same formula, charge and spin = 0.00 kJ/mol
gap between HOMO and LUMO = 0.2191 Eh
E = -3280.53091 Ha
highest occupied orbital energy = -5.7 eV

Entry 3:
C17H35BN2O7PbS as an isolated structure at a distorted geometry. Source: OMol25; level of theory: ωB97M-V with the def2-TZVPD basis set.

Last column: natural (NBO) charge in e.
Geometry (Å):
C  -6.04  -0.17  0.01  -0.613
C  -4.97  -0.62  -0.96  -0.228
N  -3.73  0.16  -0.78  -0.698
C  -2.95  0.18  -2.01  0.092
S  -3.41  1.52  -3.15  0.044
O  -1.58  0.33  -1.70  -0.503
C  -0.92  -0.86  -1.38  -0.072
C  -1.72  -1.64  -0.35  -0.634
C  -0.97  -3.00  -0.01  0.295
O  -1.63  -4.02  0.12  -0.455
B  -0.52  -1.77  -2.68  1.148
O  -1.53  -2.38  -3.42  -0.898
O  0.77  -1.92  -3.04  -0.868
C  0.35  -0.49  -0.60  0.113
C  1.22  0.56  -1.28  -0.431
C  2.68  0.25  -0.99  -0.206
N  3.56  1.26  -1.53  -0.515
C  4.97  0.80  -1.62  -0.207
C  5.90  1.32  -0.53  -0.639
C  3.40  2.47  -0.79  0.742
C  3.59  3.72  -1.59  -0.718
O  3.10  2.49  0.38  -0.591
O  -0.17  0.06  0.64  -0.547
C  0.27  -0.58  1.81  0.000
C  -0.29  0.18  2.99  -0.467
C  -0.08  -0.58  4.31  0.111
C  -0.59  0.29  5.45  -0.631
O  1.29  -0.84  4.45  -0.695
H  -6.97  -0.67  -0.23  0.250
H  -5.78  -0.42  1.03  0.188
H  -6.19  0.89  -0.11  0.229
H  -4.76  -1.69  -0.87  0.157
H  -5.37  -0.47  -1.96  0.218
H  -3.99  1.10  -0.52  0.394
H  -3.17  -0.72  -2.57  0.211
H  -3.41  2.54  -2.29  0.130
H  -1.87  -0.96  0.55  0.176
H  -2.72  -1.97  -0.65  0.293
H  0.12  -3.04  0.06  0.213
H  -1.85  -3.17  -2.96  0.500
H  0.96  -2.83  -3.30  0.526
H  0.97  -1.36  -0.41  0.191
H  0.96  1.51  -0.83  0.245
H  1.04  0.65  -2.35  0.239
H  2.89  -0.73  -1.40  0.202
H  2.77  0.17  0.10  0.175
H  4.96  -0.28  -1.58  0.198
H  5.39  1.07  -2.58  0.210
H  6.83  0.78  -0.55  0.235
H  5.48  1.22  0.46  0.216
H  6.14  2.36  -0.73  0.215
H  4.45  3.64  -2.25  0.240
H  3.76  4.54  -0.90  0.243
H  2.67  3.92  -2.13  0.248
H  1.35  -0.65  1.88  0.262
H  -0.14  -1.65  1.80  0.024
H  -1.34  0.39  2.80  0.188
H  0.23  1.13  3.05  0.273
H  -0.65  -1.51  4.28  0.147
H  -0.79  -0.28  6.34  0.245
H  0.16  1.04  5.68  0.232
H  -1.48  0.83  5.14  0.210
H  1.74  0.00  4.44  0.479
Pb  -2.37  -2.11  1.82  1.670

Computed properties:
charge = +2
gap between HOMO and LUMO = 0.1436 Eh
E = -1920.13376 Ha
highest occupied orbital energy = -13.5 eV

Entry 4:
C17H35Cl2IInO4S3 as an isolated structure at a distorted geometry. Source: OMol25; level of theory: ωB97M-V with the def2-TZVPD basis set.

Last column: Mulliken charge in e.
Geometry (Å):
C  8.29  -1.63  0.51  -0.997
C  8.18  -0.19  0.02  -0.300
S  7.49  0.96  1.23  -0.173
C  5.91  0.16  1.63  -1.139
In  4.54  -0.14  -0.08  1.083
C  3.63  1.79  -0.68  -1.247
C  2.16  1.63  -1.09  0.427
C  1.25  2.50  -0.24  -1.015
I  -0.81  2.00  -0.59  -0.017
C  2.77  -1.32  0.74  -0.587
Cl  3.32  -2.35  2.13  -0.251
C  2.04  -2.13  -0.28  0.306
C  2.78  -3.31  -0.87  -1.392
Cl  0.40  -2.78  0.36  -0.405
H  8.75  -2.26  -0.26  0.362
H  7.30  -2.04  0.72  0.188
H  8.90  -1.69  1.42  0.269
H  9.18  0.21  -0.19  0.336
H  7.60  -0.15  -0.90  0.193
H  6.08  -0.75  2.21  0.399
H  5.42  0.87  2.31  0.365
H  5.28  -0.96  -1.45  -0.446
H  3.74  2.49  0.16  0.385
H  4.22  2.21  -1.50  0.358
H  1.81  0.60  -0.96  -0.462
H  2.00  1.86  -2.15  0.377
H  1.34  3.57  -0.43  0.420
H  1.40  2.31  0.82  0.376
H  2.08  -0.60  1.19  0.311
H  1.71  -1.45  -1.07  0.233
H  3.00  -4.04  -0.08  0.341
H  2.18  -3.80  -1.64  0.409
H  3.72  -2.96  -1.30  0.292
C  -2.85  -3.32  1.72  -0.478
C  -1.69  -2.42  2.16  -0.954
C  -1.72  -1.18  1.26  -0.396
S  -3.43  -0.96  0.77  1.210
O  -3.56  -1.14  -0.66  -0.681
O  -3.98  0.23  1.38  -0.734
C  -4.07  -2.41  1.60  -0.852
H  -3.03  -4.13  2.44  0.377
H  -2.63  -3.78  0.76  0.268
H  -1.84  -2.12  3.20  0.338
H  -0.73  -2.92  2.09  0.550
H  -1.39  -0.27  1.76  0.304
H  -1.14  -1.33  0.35  0.249
H  -4.88  -2.82  1.00  0.447
H  -4.44  -2.09  2.57  0.339
C  -5.65  1.91  -2.04  -0.555
C  -6.11  1.90  -0.57  -0.193
C  -6.51  3.33  -0.21  -0.742
S  -7.08  4.09  -1.74  1.155
O  -6.20  5.18  -2.08  -0.657
O  -8.50  4.32  -1.69  -0.682
C  -6.71  2.70  -2.80  -0.743
H  -5.53  0.91  -2.43  0.341
H  -4.68  2.42  -2.12  0.281
H  -6.97  1.23  -0.47  0.289
H  -5.32  1.53  0.08  -0.005
H  -7.33  3.38  0.51  0.374
H  -5.67  3.92  0.14  0.379
H  -6.39  3.08  -3.77  0.419
H  -7.63  2.12  -2.91  0.353

Computed properties:
energy above the lowest of the compared OMol25 structures with the same formula, charge and spin = 0.00 kJ/mol
charge = -1
gap between HOMO and LUMO = 0.2518 Eh
E = -3572.46042 Ha
highest occupied orbital energy = -4.7 eV